126
Properties=species:S:1:pos:R:3:forces:R:3 method="wB97M-V/def2-TZVPD" smiles="CCOC[C@@](C#N)(B(O)O)[C@](S)(C#N)P(=O)(O)O.O=C1c2ccccc2C(=O)c2ccccc21.O=C1c2ccccc2C(=O)c2ccccc21.O=C1c2ccccc2C(=O)c2ccccc21.O=C1c2ccccc2C(=O)c2ccccc21" fmax_ev_per_a=12.40 e_homo_ha=-0.3495 e_lumo_ev=-1.244
C -0.660 -9.043 -7.112 -0.39 -0.35 0.44
C 0.282 -8.032 -6.201 -0.50 -0.88 -0.06
O 0.007 -6.603 -6.426 -1.49 -0.27 0.27
C -1.282 -6.185 -5.855 -0.17 -0.53 1.88
C -1.656 -4.586 -6.163 0.99 0.10 1.78
C -0.873 -3.737 -4.954 3.63 5.38 5.87
N -0.296 -3.004 -4.032 -5.41 -7.03 -8.66
B -1.020 -4.030 -7.578 1.49 2.08 -3.17
O -0.715 -2.560 -7.701 0.93 -3.64 0.50
O -0.738 -4.840 -8.787 1.61 1.40 3.13
C -3.255 -4.276 -5.957 0.28 0.01 3.02
S -3.622 -2.414 -6.083 0.12 0.01 0.10
C -3.590 -4.668 -4.367 -1.55 -4.91 7.29
N -3.810 -5.195 -3.183 2.01 5.18 -11.07
P -4.429 -5.313 -7.049 -4.93 -4.58 -0.37
O -4.845 -6.713 -6.426 2.66 5.14 -1.97
O -3.898 -5.548 -8.691 -2.19 0.94 2.72
O -5.938 -4.383 -7.159 3.01 -1.19 0.89
H -1.368 -9.630 -6.350 1.56 1.09 -1.88
H -1.361 -8.472 -7.856 1.49 -0.90 1.43
H -0.011 -9.818 -7.739 -1.40 1.73 1.50
H 1.417 -8.237 -6.470 -2.44 0.78 0.79
H 0.029 -8.256 -5.074 0.89 0.33 -2.07
H -1.151 -6.233 -4.670 -0.46 0.08 -2.39
H -2.177 -6.914 -6.097 1.69 1.55 0.00
H 0.181 -2.433 -8.140 -1.88 -0.18 0.46
H 0.273 -4.814 -8.937 -2.40 -0.08 0.13
H -4.577 -2.039 -5.108 0.95 -1.34 -0.79
H -4.694 -5.902 -9.224 1.50 0.73 1.30
H -6.355 -4.291 -6.253 0.79 -0.45 -1.32
C -1.110 3.608 2.808 -0.23 -0.29 -0.19
C 0.057 3.534 2.050 -0.04 -0.20 -0.24
C 0.130 2.660 0.964 -0.01 0.20 0.25
C -0.964 1.848 0.643 0.26 0.44 0.41
C -2.123 1.905 1.416 0.25 0.45 0.36
C -2.201 2.795 2.495 0.25 0.17 0.09
C -3.265 1.017 1.117 -1.18 0.06 0.79
O -4.285 1.069 1.794 0.55 -0.02 -0.36
C -3.158 0.062 -0.003 -0.27 -0.50 -0.33
C -4.211 -0.826 -0.262 0.00 -0.21 -0.24
C -4.123 -1.724 -1.328 0.09 0.32 0.24
C -2.991 -1.732 -2.142 0.17 0.30 0.14
C -1.938 -0.853 -1.883 -0.18 -0.15 -0.07
C -2.018 0.039 -0.805 -0.28 -0.49 -0.38
C -0.884 0.939 -0.518 1.27 -0.04 -0.91
O 0.113 0.929 -1.230 -0.64 0.02 0.46
H -1.171 4.296 3.649 -0.01 -0.12 -0.15
H 0.912 4.159 2.302 -0.09 -0.13 -0.07
H 1.044 2.611 0.373 -0.31 -0.10 0.04
H -3.107 2.855 3.095 0.15 -0.16 -0.25
H -5.100 -0.823 0.367 0.30 0.15 -0.06
H -4.940 -2.415 -1.524 0.14 0.10 0.06
H -2.925 -2.427 -2.977 0.09 0.14 0.22
H -1.055 -0.869 -2.520 -0.15 0.07 0.26
C -12.225 -8.881 -10.511 0.30 0.07 0.19
C -13.177 -9.137 -9.524 0.20 0.06 0.32
C -12.828 -9.042 -8.176 -0.11 -0.03 -0.32
C -11.519 -8.703 -7.813 -0.42 -0.13 -0.49
C -10.561 -8.471 -8.799 -0.45 -0.10 -0.47
C -10.918 -8.550 -10.152 -0.31 -0.09 -0.07
C -9.165 -8.162 -8.428 1.00 0.24 -0.86
O -8.324 -7.955 -9.294 -0.43 -0.08 0.38
C -8.796 -8.113 -6.999 0.49 0.06 0.47
C -7.465 -7.877 -6.634 -0.05 -0.04 0.17
C -7.110 -7.817 -5.284 -0.18 -0.12 -0.05
C -8.082 -7.981 -4.299 -0.38 -0.07 -0.30
C -9.409 -8.221 -4.660 0.24 0.05 0.08
C -9.764 -8.297 -6.013 0.33 0.08 0.49
C -11.163 -8.587 -6.384 -0.95 -0.17 1.15
O -12.018 -8.737 -5.519 0.47 0.08 -0.55
H -12.499 -8.946 -11.561 0.07 0.02 0.19
H -14.192 -9.407 -9.804 0.18 0.06 0.07
H -13.578 -9.238 -7.411 0.31 0.10 -0.06
H -10.178 -8.357 -10.927 -0.05 -0.03 0.32
H -6.699 -7.745 -7.397 -0.35 -0.06 0.21
H -6.074 -7.639 -5.003 -0.37 -0.08 -0.13
H -7.807 -7.927 -3.247 -0.06 -0.02 -0.19
H -10.162 -8.354 -3.885 0.05 -0.01 -0.33
C 7.035 6.574 1.860 -0.25 -0.16 0.21
C 8.005 6.866 2.819 -0.17 -0.16 0.30
C 7.813 6.480 4.146 0.10 0.10 -0.26
C 6.641 5.810 4.519 0.33 0.28 -0.41
C 5.660 5.540 3.565 0.32 0.24 -0.46
C 5.863 5.912 2.230 0.24 0.14 -0.06
C 4.399 4.878 3.957 -0.92 -0.24 -1.02
O 3.539 4.638 3.119 0.41 0.13 0.46
C 4.186 4.519 5.373 -0.42 -0.24 0.50
C 2.971 3.944 5.768 -0.04 -0.08 0.34
C 2.766 3.589 7.103 0.15 0.13 -0.35
C 3.774 3.798 8.043 0.28 0.17 -0.20
C 4.984 4.376 7.654 -0.32 -0.16 0.03
C 5.186 4.746 6.317 -0.35 -0.26 0.47
C 6.454 5.390 5.922 1.03 0.24 0.83
O 7.339 5.578 6.749 -0.59 -0.30 -0.60
H 7.189 6.866 0.824 -0.05 -0.07 0.19
H 8.912 7.392 2.533 -0.16 -0.11 0.08
H 8.576 6.706 4.888 -0.27 -0.13 -0.04
H 5.108 5.693 1.477 0.08 -0.01 0.32
H 2.179 3.775 5.039 0.31 0.08 0.05
H 1.820 3.148 7.408 0.18 0.08 -0.08
H 3.618 3.515 9.082 0.04 0.05 -0.19
H 5.765 4.541 8.394 -0.09 -0.11 -0.42
C 6.486 6.845 9.940 0.31 0.23 -0.03
C 6.268 7.313 11.236 0.28 0.26 0.03
C 7.099 8.298 11.772 -0.21 -0.22 -0.08
C 8.159 8.809 11.013 -0.44 -0.38 0.06
C 8.392 8.324 9.727 -0.55 -0.36 0.13
C 7.546 7.348 9.184 -0.12 -0.02 0.06
C 9.536 8.821 8.936 0.15 -0.58 -1.34
O 9.739 8.398 7.805 -0.08 0.29 0.63
C 10.438 9.827 9.532 0.58 0.39 -0.03
C 11.561 10.263 8.816 0.22 0.25 0.14
C 12.411 11.224 9.366 -0.31 -0.26 -0.07
C 12.139 11.758 10.626 -0.32 -0.19 0.10
C 11.025 11.321 11.344 0.27 0.09 -0.17
C 10.178 10.346 10.799 0.54 0.40 -0.06
C 9.022 9.864 11.581 -0.34 0.52 1.38
O 8.785 10.329 12.690 0.17 -0.26 -0.67
H 5.832 6.084 9.519 0.17 0.30 0.14
H 5.450 6.912 11.830 0.15 0.10 -0.09
H 6.920 8.662 12.782 0.18 0.04 -0.28
H 7.712 6.975 8.176 0.10 0.21 0.39
H 11.778 9.854 7.831 -0.22 0.01 0.26
H 13.285 11.558 8.811 -0.18 -0.07 0.09
H 12.797 12.512 11.052 -0.14 -0.14 -0.06
H 10.821 11.738 12.328 -0.10 -0.22 -0.23

131
Properties=species:S:1:pos:R:3:forces:R:3 method="wB97M-V/def2-TZVPD" charge=+1 fmax_ev_per_a=2.29 e_homo_ha="-0.3193 / -0.3505" e_lumo_ev="-3.187 / -3.243" multiplicity=2
Ti 0.173 0.572 -0.012 -0.51 -1.05 -0.78
O 4.041 -0.011 -1.131 -0.23 0.00 0.13
C 2.814 -0.058 -0.593 0.56 -0.52 0.06
O 2.028 0.928 -0.697 0.65 0.18 -0.10
C 2.402 -1.225 0.094 0.63 0.22 -0.16
C 3.211 -2.362 0.287 -0.21 -0.15 0.15
C 2.728 -3.400 1.036 0.25 0.29 -0.33
C 1.456 -3.276 1.625 -0.60 0.71 -0.08
C 0.696 -2.148 1.378 0.24 -0.92 0.52
N 1.120 -1.139 0.592 0.47 -0.16 -0.39
C -0.602 -1.873 2.057 -0.10 0.29 -0.10
O -1.181 -2.818 2.783 0.07 0.01 0.42
O -1.078 -0.754 2.012 0.29 -0.58 0.34
H 4.198 0.866 -1.516 -0.16 -0.12 0.08
H 4.192 -2.375 -0.159 0.09 -0.04 -0.02
H 3.311 -4.292 1.196 0.12 -0.08 0.03
H 1.098 -4.061 2.273 -0.06 0.01 0.06
H -0.831 -3.707 2.614 -0.08 0.27 -0.22
N 0.018 0.240 -4.402 0.07 0.65 0.30
C -0.108 -1.083 -4.856 -0.13 -0.76 -0.24
C -0.385 -1.341 -6.189 0.06 0.10 0.24
C -0.492 -2.651 -6.636 -0.06 0.05 -0.02
C -0.386 -3.705 -5.750 0.07 -0.01 0.00
C -0.130 -3.455 -4.407 -0.01 0.18 -0.04
C 0.042 -2.155 -3.978 0.02 0.56 0.46
S 0.511 -1.842 -2.282 0.26 -0.81 -0.73
N 0.171 -0.218 -2.093 -0.19 0.98 -1.28
C 0.003 0.602 -3.082 0.21 -1.20 0.25
C -0.155 2.008 -2.709 -0.05 1.12 -0.11
C -0.354 3.047 -3.624 0.05 -0.61 0.39
C -0.429 4.346 -3.160 0.04 0.06 0.44
C -0.312 4.585 -1.796 -0.08 -0.12 -0.33
C -0.146 3.502 -0.947 0.05 0.22 0.20
N -0.055 2.254 -1.387 0.19 0.18 -0.81
H -0.154 0.954 -5.094 0.03 -0.10 0.19
H -0.497 -0.517 -6.881 0.00 0.08 -0.08
H -0.661 -2.835 -7.686 -0.07 -0.04 -0.08
H -0.481 -4.719 -6.101 -0.03 -0.12 -0.02
H -0.037 -4.262 -3.698 -0.02 -0.15 0.09
H -0.458 2.862 -4.682 0.01 -0.06 -0.03
H -0.582 5.155 -3.857 0.00 0.11 -0.02
H -0.356 5.589 -1.405 -0.02 0.02 0.12
H -0.070 3.623 0.129 0.01 0.11 -0.13
Se -5.683 2.128 -1.599 -0.15 0.18 -0.21
P -5.488 0.979 0.139 -0.55 -0.24 0.15
C -5.780 1.820 1.721 0.10 -0.17 -0.25
C -5.274 1.320 2.918 -0.08 0.01 -0.18
C -5.691 1.874 4.114 -0.10 -0.15 0.10
C -6.592 2.928 4.119 -0.03 0.00 -0.04
C -7.044 3.465 2.924 0.00 0.00 0.12
C -6.645 2.905 1.724 0.02 0.02 -0.17
C -6.595 -0.473 0.153 0.17 0.37 -0.08
C -7.293 -0.861 1.290 0.06 0.02 0.07
C -8.187 -1.914 1.217 -0.17 0.04 -0.01
C -8.379 -2.587 0.021 -0.10 0.05 -0.06
C -7.696 -2.189 -1.118 -0.07 -0.06 0.01
C -6.823 -1.120 -1.056 0.07 0.08 -0.08
C -3.782 0.407 0.176 0.66 0.08 -0.30
C -3.054 -0.724 -0.243 0.27 0.10 0.11
N -1.781 -0.326 -0.356 -0.41 -0.17 0.14
N -1.739 0.949 -0.029 -1.87 -0.62 0.05
N -2.908 1.413 0.285 -0.05 0.89 0.37
P -3.427 -2.469 -0.415 0.14 -0.58 -0.04
Se -1.681 -3.663 -0.334 -0.26 -0.32 -0.02
C -4.152 -2.659 -2.066 0.13 0.09 0.29
C -4.047 -1.609 -2.973 -0.04 0.02 0.16
C -4.457 -1.793 -4.281 0.00 -0.01 -0.06
C -4.955 -3.021 -4.685 0.06 0.10 -0.10
C -5.013 -4.080 -3.794 -0.05 -0.08 0.09
C -4.602 -3.907 -2.485 -0.05 0.09 0.09
C -4.505 -2.798 1.010 0.08 0.03 -0.27
C -4.153 -2.162 2.198 -0.01 0.10 -0.04
C -4.829 -2.452 3.366 0.00 -0.02 -0.03
C -5.849 -3.388 3.360 0.03 -0.10 0.06
C -6.177 -4.045 2.187 0.07 -0.15 0.00
C -5.506 -3.759 1.009 0.13 0.07 -0.02
H -4.563 0.507 2.912 0.06 -0.10 0.01
H -5.311 1.483 5.046 0.03 -0.02 0.06
H -6.940 3.336 5.056 0.02 0.08 0.11
H -7.715 4.311 2.926 -0.09 0.06 0.00
H -7.000 3.302 0.782 -0.03 0.01 -0.05
H -7.146 -0.340 2.225 -0.02 0.00 0.06
H -8.746 -2.204 2.094 -0.01 -0.03 0.08
H -9.079 -3.409 -0.030 -0.05 -0.05 0.00
H -7.860 -2.697 -2.058 -0.01 -0.02 -0.07
H -6.337 -0.758 -1.951 -0.01 0.00 -0.04
H -3.662 -0.647 -2.655 -0.07 0.01 -0.04
H -4.387 -0.975 -4.983 -0.02 0.07 -0.07
H -5.283 -3.158 -5.703 -0.03 -0.03 -0.13
H -5.367 -5.046 -4.121 -0.06 -0.09 -0.03
H -4.610 -4.737 -1.793 0.02 -0.09 -0.01
H -3.340 -1.450 2.215 0.04 0.04 0.02
H -4.546 -1.957 4.282 0.02 0.07 0.14
H -6.376 -3.617 4.275 -0.06 -0.04 0.06
H -6.954 -4.794 2.186 -0.12 -0.05 -0.01
H -5.774 -4.270 0.097 -0.05 -0.06 -0.08
O 0.524 1.444 1.412 0.07 0.78 0.34
Si 0.816 2.207 2.810 0.41 1.14 1.94
C 1.843 1.082 3.953 -0.45 0.47 -0.48
C 3.081 1.479 4.454 -0.07 0.26 -0.17
C 3.798 0.669 5.317 0.11 -0.01 0.09
C 3.302 -0.574 5.670 0.02 -0.03 -0.01
C 2.083 -0.997 5.166 -0.04 -0.09 0.05
C 1.354 -0.166 4.334 -0.14 -0.02 -0.03
C -0.835 2.729 3.594 0.70 -0.39 -0.23
C -1.866 3.195 2.781 0.14 0.04 -0.10
C -3.047 3.663 3.325 0.01 0.12 -0.08
C -3.218 3.671 4.701 0.10 0.08 0.00
C -2.215 3.188 5.523 -0.04 0.06 0.17
C -1.033 2.723 4.973 0.22 -0.10 -0.11
C 1.806 3.758 2.327 -0.37 -0.65 0.09
C 1.781 4.920 3.089 -0.11 -0.11 0.09
C 2.521 6.030 2.720 0.03 0.08 0.05
C 3.304 5.990 1.577 -0.01 0.05 0.04
C 3.337 4.842 0.803 0.09 0.00 -0.14
C 2.590 3.739 1.175 -0.07 -0.25 0.00
H 3.476 2.446 4.174 0.09 0.09 0.00
H 4.741 1.010 5.719 0.08 0.02 0.00
H 3.860 -1.206 6.345 0.06 -0.08 0.05
H 1.694 -1.967 5.437 -0.07 -0.08 0.06
H 0.377 -0.475 3.991 -0.09 -0.07 0.00
H -1.742 3.182 1.705 -0.12 0.05 -0.03
H -3.831 4.024 2.676 -0.12 0.02 -0.07
H -4.134 4.049 5.129 -0.06 0.04 0.03
H -2.350 3.180 6.595 -0.01 0.01 0.06
H -0.250 2.351 5.617 0.08 -0.05 0.15
H 1.168 4.947 3.978 -0.08 0.11 0.15
H 2.485 6.924 3.324 0.02 0.09 0.04
H 3.887 6.853 1.293 0.06 0.09 -0.04
H 3.947 4.807 -0.089 0.04 0.02 -0.06
H 2.596 2.839 0.570 0.12 0.07 -0.08

125
Properties=species:S:1:pos:R:3:forces:R:3 method="wB97M-V/def2-TZVPD" charge=+1 fmax_ev_per_a=1.76 e_homo_ha="-0.3453 / -0.3498" e_lumo_ev="-3.232 / -2.960" multiplicity=4
Co -0.514 -0.471 -0.774 1.16 -0.07 0.66
F -2.776 1.761 3.488 0.32 -0.32 -0.59
Ge -1.900 0.870 2.157 -1.22 0.65 1.07
C -1.146 -0.449 3.532 0.09 0.62 -1.02
C -2.208 -1.006 4.230 -0.34 0.13 -0.01
C -1.998 -1.838 5.312 -0.01 -0.03 0.02
C -0.705 -2.120 5.711 -0.04 -0.08 0.06
C 0.359 -1.585 5.013 0.10 0.02 -0.04
C 0.156 -0.744 3.921 0.21 -0.15 -0.21
P 1.567 -0.051 2.975 0.39 -0.45 1.22
C 1.652 1.592 3.796 -0.02 -0.14 -0.49
C 1.258 1.800 5.115 -0.07 -0.01 -0.12
C 1.426 3.043 5.696 -0.03 0.02 0.12
C 1.969 4.092 4.972 0.00 0.03 -0.03
C 2.339 3.897 3.652 0.09 0.16 -0.02
C 2.187 2.651 3.071 -0.02 -0.08 0.00
C 2.989 -0.916 3.761 -0.13 0.25 -0.27
C 3.378 -2.114 3.167 -0.06 0.08 0.03
C 4.470 -2.815 3.642 0.03 -0.13 -0.02
C 5.194 -2.322 4.715 0.02 -0.03 0.02
C 4.821 -1.126 5.304 0.13 0.00 0.12
C 3.731 -0.419 4.826 -0.08 -0.01 -0.01
C -3.534 -0.097 1.522 1.38 -0.54 -0.05
C -4.802 0.535 1.602 -0.57 0.51 0.03
C -5.846 0.132 0.852 0.24 0.00 -0.01
C -5.775 -1.071 -0.049 -0.39 0.14 0.32
C -4.347 -2.470 1.358 -0.16 -0.22 0.56
C -3.378 -1.448 1.247 0.52 0.97 0.46
P -2.095 -1.806 -0.027 -1.17 -0.50 0.66
C -1.392 -3.427 0.413 0.24 0.20 -0.15
C -1.292 -3.796 1.755 -0.12 0.17 -0.06
C -0.648 -4.970 2.107 0.03 -0.10 0.02
C -0.095 -5.780 1.127 -0.03 0.03 0.05
C -0.166 -5.403 -0.207 0.06 -0.11 -0.04
C -0.800 -4.227 -0.566 -0.08 0.12 0.08
C -3.649 -2.198 -0.981 0.52 -0.76 -0.76
C -4.524 -1.085 -0.864 -0.30 0.25 -0.48
C -5.746 -2.341 0.850 -0.45 -0.18 -0.28
C -6.132 -3.511 -0.018 0.16 -0.07 -0.14
C -5.331 -3.998 -0.981 -0.52 -0.21 0.16
C -3.999 -3.509 -1.176 0.52 0.60 -0.30
C -1.531 2.609 1.163 0.05 -1.22 0.34
C -1.439 3.718 1.993 -0.01 0.01 0.29
C -1.441 5.002 1.478 0.06 -0.02 -0.07
C -1.555 5.190 0.111 -0.04 0.01 0.03
C -1.619 4.092 -0.724 -0.04 0.02 -0.07
C -1.584 2.789 -0.219 0.05 -0.16 -0.14
P -1.470 1.458 -1.493 -0.42 0.63 -0.30
C -3.059 1.526 -2.380 0.12 -0.27 0.11
C -4.078 2.417 -2.067 0.15 -0.08 0.09
C -5.198 2.491 -2.879 -0.08 0.04 -0.05
C -5.304 1.682 -3.997 -0.03 -0.04 0.03
C -4.311 0.758 -4.288 0.04 -0.03 -0.08
C -3.192 0.675 -3.481 0.04 0.01 0.24
C -0.399 2.339 -2.703 0.21 -0.23 -0.07
C -0.839 2.719 -3.967 -0.12 -0.16 0.18
C -0.024 3.468 -4.800 0.11 0.13 -0.10
C 1.240 3.852 -4.390 -0.10 -0.02 -0.07
C 1.699 3.456 -3.144 0.02 0.03 0.09
C 0.889 2.705 -2.314 0.07 -0.03 -0.03
H -3.223 -0.774 3.939 -0.06 0.00 0.05
H -2.844 -2.253 5.838 -0.08 -0.03 0.08
H -0.524 -2.743 6.572 0.04 -0.13 0.10
H 1.369 -1.803 5.327 0.07 -0.07 0.05
H 0.826 0.994 5.691 -0.03 -0.05 0.02
H 1.134 3.190 6.724 -0.04 0.04 0.12
H 2.104 5.056 5.437 -0.01 0.10 0.03
H 2.754 4.713 3.077 0.04 0.05 -0.02
H 2.496 2.490 2.047 0.04 0.04 -0.09
H 2.817 -2.504 2.325 0.00 -0.03 -0.10
H 4.760 -3.741 3.169 0.04 -0.10 -0.03
H 6.047 -2.868 5.088 0.08 -0.03 0.03
H 5.381 -0.737 6.141 0.07 0.03 0.06
H 3.455 0.516 5.292 0.01 0.06 0.02
H -4.879 1.433 2.201 -0.11 0.07 0.08
H -6.787 0.656 0.898 -0.14 0.16 0.07
H -6.667 -1.097 -0.685 0.05 0.00 0.04
H -3.993 -3.477 1.531 0.04 -0.06 -0.01
H -1.707 -3.153 2.521 -0.02 0.02 0.08
H -0.577 -5.246 3.149 0.00 -0.03 0.05
H 0.395 -6.701 1.405 0.06 -0.05 -0.01
H 0.283 -6.023 -0.967 0.05 -0.07 -0.09
H -0.823 -3.912 -1.601 0.00 -0.04 -0.15
H -4.142 -0.120 -1.159 0.00 -0.02 0.05
H -6.480 -2.244 1.657 0.09 0.03 -0.03
H -7.113 -3.932 0.141 -0.12 -0.12 -0.05
H -5.636 -4.870 -1.542 -0.12 -0.08 -0.04
H -3.234 -4.235 -1.418 0.06 -0.04 0.18
H -1.392 3.570 3.061 -0.01 0.04 0.11
H -1.367 5.848 2.144 0.02 0.09 0.08
H -1.583 6.185 -0.307 -0.01 0.08 -0.04
H -1.696 4.246 -1.792 0.06 0.04 -0.01
H -4.001 3.050 -1.195 0.00 0.06 0.04
H -5.981 3.196 -2.648 -0.08 0.06 0.04
H -6.164 1.765 -4.643 -0.12 -0.01 -0.05
H -4.400 0.120 -5.154 -0.01 -0.08 -0.05
H -2.404 -0.036 -3.697 0.05 -0.07 -0.11
H -1.822 2.441 -4.315 -0.02 0.06 -0.02
H -0.390 3.760 -5.773 -0.03 0.02 -0.08
H 1.863 4.454 -5.033 0.06 0.02 -0.08
H 2.689 3.742 -2.818 0.05 -0.02 0.04
H 1.282 2.390 -1.362 0.02 -0.01 0.04
Cl 0.414 -1.750 -4.580 -0.29 -0.10 -0.27
C 1.876 -1.491 -3.715 -0.13 0.63 1.16
C 3.068 -2.011 -4.201 0.68 -0.07 0.25
C 4.236 -1.843 -3.493 -0.62 0.01 -0.18
Cl 5.699 -2.505 -4.121 0.25 -0.11 -0.08
C 4.240 -1.141 -2.265 -0.23 0.06 -0.08
C 5.394 -0.941 -1.484 -0.01 0.21 0.31
C 5.307 -0.240 -0.309 0.18 -0.24 -0.34
C 4.064 0.269 0.076 -0.12 0.03 0.01
N 2.972 0.104 -0.629 -0.03 0.36 0.50
C 3.021 -0.591 -1.780 -0.13 -0.36 -0.72
C 1.792 -0.760 -2.514 1.19 -0.88 -0.95
O 0.673 -0.245 -2.152 -0.67 0.68 -0.06
H 3.063 -2.561 -5.128 0.06 -0.04 -0.11
H 6.337 -1.338 -1.825 0.08 -0.04 -0.01
H 6.174 -0.074 0.306 0.12 0.02 0.10
H 3.967 0.829 0.999 -0.01 0.04 0.09
O 0.759 1.025 0.556 -0.60 -0.03 -0.40
H 0.718 1.984 0.514 -0.17 0.12 0.00
H 1.598 0.730 0.093 0.32 -0.03 -0.19
O 0.896 -1.730 0.234 -0.32 0.40 -0.72
H 0.671 -2.620 0.527 -0.11 -0.06 0.08
H 1.179 -1.211 1.013 0.15 0.09 0.26